# 1
The following is a quantum chemistry calculation of C4H7NO in the gas phase, from the OMol25 dataset.

The geometry in XYZ format:
```
13
Properties=species:S:1:pos:R:3:forces:R:3
C -1.022039 0.570405 -1.536164 -0.10 -0.15 0.17
N 0.017055 -0.147389 -0.825504 -0.12 -0.22 -1.25
C -0.273910 -1.168909 1.010239 -0.63 1.43 0.19
C 0.377302 0.206591 0.453160 -1.08 -1.32 1.17
C 1.812837 0.155218 0.863341 0.28 0.05 0.39
O 2.230040 0.744214 1.831017 -0.01 -0.20 -0.53
H -1.438446 -0.114521 -2.279328 -0.13 0.15 0.14
H -0.630054 1.432196 -2.112656 0.22 -0.32 0.39
H -1.816873 0.952563 -0.885413 0.00 -0.01 0.00
H -1.022912 -0.997705 1.793940 -0.02 0.28 -0.46
H -0.468840 -2.123599 0.517823 1.09 0.46 -0.36
H -0.172838 1.062792 0.893052 0.35 -0.30 0.09
H 2.408677 -0.571857 0.276493 0.15 0.16 0.06
```
Forces are in eV/Å.

The orbital gap (alpha / beta) is 8.51 / 8.85 eV. The spin multiplicity is 1. For the electronic energy, the calculation gives -7794.4039 eV. The HOMO energy (alpha / beta) is -8.9 / -9.0 eV. The relative energy (zero: lowest compared OMol25 entry of this formula, charge and spin) is 5.240 eV.


# 2
The following is a quantum chemistry calculation of C33H37F5N2O3SSiSn as an isolated structure, from the OMol25 dataset.

The geometry in XYZ format:
```
83
Properties=species:S:1:pos:R:3:forces:R:3
C -4.477741 4.135851 1.243037 3.82 -4.33 -3.03
C -3.618582 3.277097 0.722912 -1.88 3.74 2.73
C -2.309940 2.449703 0.368250 0.11 -0.70 0.14
C -2.221615 0.987521 1.018769 2.97 0.73 -2.15
C -0.965631 0.090026 0.737975 0.39 3.28 -1.22
C 0.208323 0.668775 -0.148910 -2.91 3.49 0.33
C 0.092432 2.130582 -0.789556 -2.89 -1.18 1.90
C -1.187259 3.061148 -0.567783 1.29 -3.81 1.93
C -1.227503 4.501247 -1.271197 0.47 0.72 -0.84
F 0.139293 4.812708 -1.719121 -2.52 -0.88 1.21
F -1.572489 5.584301 -0.364509 0.76 -3.00 -2.15
C -2.120186 4.535860 -2.645072 0.50 1.86 0.59
C -3.658049 4.947380 -2.371903 0.44 0.74 0.19
Si -4.970086 3.708746 -3.017218 -1.68 0.97 0.19
C -6.005563 4.637056 -4.380533 0.27 -0.47 -1.03
C -6.245132 3.376175 -1.579897 -0.05 0.08 0.14
C -4.278372 2.108107 -3.805244 1.38 -4.44 -2.76
C -4.873104 1.681150 -5.232502 2.30 -2.82 0.90
C -4.416644 0.341757 -5.984294 1.74 0.84 3.40
C -3.309377 -0.593749 -5.350301 -1.61 3.65 1.75
C -2.702109 -0.186094 -3.944338 -2.50 2.16 -1.63
C -3.207721 1.134470 -3.190112 -1.01 -1.00 -3.35
N 1.456278 -0.076439 -0.474821 -1.86 -0.74 2.35
N 1.060603 -1.010119 -1.459889 1.60 -0.23 -2.34
C 2.093297 -1.156903 -2.521383 0.02 -1.81 0.43
C 1.507675 -0.729648 -4.006018 -2.11 -0.55 1.39
C 1.982571 -0.861020 0.675070 2.71 -1.99 4.02
C 1.111386 -1.719539 1.686723 2.68 0.66 -0.20
C 1.701704 -2.579928 2.873160 1.69 2.37 -3.03
C 3.260892 -2.599404 3.087859 -1.33 1.23 -1.90
C 3.854673 -3.511993 4.267086 0.69 -0.44 0.01
C 2.777241 -4.461023 5.000341 -0.35 1.00 0.20
O 3.366507 -5.227822 6.096488 -1.36 -0.47 -1.55
C 2.485401 -6.355668 6.450131 -0.48 -0.94 0.62
C 3.260672 -7.489662 7.311300 -0.91 -0.15 -0.60
C 4.209729 -1.727231 2.148546 -3.37 0.50 -0.81
C 5.807513 -1.626317 2.297305 -0.43 0.29 -1.92
O 6.299222 -1.687049 3.663798 -0.30 3.09 -0.21
C 6.410488 -0.396503 4.260551 0.09 0.33 2.72
F 7.713276 0.198428 4.147001 -3.84 -1.68 -0.19
F 6.203443 -0.598151 5.686224 0.60 0.55 -4.14
F 5.420413 0.548936 3.849491 2.77 -2.50 0.68
C 3.561522 -0.874349 0.960579 -1.95 -1.35 1.58
O 4.376639 -0.055696 0.064768 -1.07 -2.62 1.19
S -0.746687 -1.657556 1.386340 1.39 1.79 -0.23
H -5.352667 4.837708 1.522773 2.02 -1.66 -0.55
H -3.062650 0.566528 1.694954 1.56 1.05 -1.38
H 0.951621 2.500460 -1.455333 -1.47 -0.56 1.34
H -1.654760 5.413028 -3.259034 -0.62 -1.62 1.20
H -1.971959 3.594712 -3.285075 -0.23 1.17 1.35
H -3.907535 5.150559 -1.254687 0.80 -0.44 -1.90
H -3.855464 5.966549 -2.905996 0.36 -1.85 0.91
H -5.348054 4.677060 -5.343694 -1.25 0.07 1.51
H -6.259896 5.718389 -4.091102 0.24 -1.71 -0.34
H -6.963495 4.019291 -4.627555 1.58 1.32 0.40
H -6.338184 4.337314 -0.947280 0.20 -1.46 -0.97
H -5.881760 2.526798 -0.897358 -0.88 1.21 -0.97
H -7.281811 3.187674 -2.046198 1.61 -0.03 0.87
H -5.687961 2.287273 -5.782902 1.59 -0.95 1.25
H -4.881119 0.028813 -7.001175 0.85 0.77 2.06
H -3.024034 -1.538058 -5.941944 -0.35 1.63 1.29
H -1.884588 -0.830120 -3.434207 -1.66 1.13 -0.88
H -2.730234 1.372314 -2.175367 -0.83 -0.41 -1.67
H 0.790605 -1.916557 -1.040615 0.11 0.51 -0.43
H 2.313559 -2.300952 -2.600111 -0.04 2.10 -0.21
H 3.069189 -0.576655 -2.311770 -1.56 -0.87 0.10
H 1.295138 0.436268 -4.075924 -0.19 -1.48 0.10
H 2.238977 -1.041844 -4.877286 -2.94 -2.78 0.87
H 0.497331 -1.255513 -4.244780 1.78 0.92 0.26
H 0.929597 -3.163035 3.507934 1.74 1.12 -1.09
H 4.382690 -2.840560 5.039442 -0.89 -0.96 -1.18
H 4.683976 -4.221151 3.850034 -1.38 1.41 0.52
H 1.975708 -3.761672 5.465549 0.97 -1.20 -0.85
H 2.308279 -5.153172 4.210200 0.58 0.90 1.19
H 2.040705 -6.858280 5.495029 0.92 0.94 1.49
H 1.575145 -6.018483 7.079109 1.47 -0.05 -1.02
H 4.053486 -7.064181 8.022539 -1.17 -0.60 -1.27
H 2.452052 -8.041552 7.946011 1.49 1.02 -1.10
H 3.674210 -8.267499 6.562148 -0.28 1.34 1.48
H 6.283196 -2.474873 1.653206 -0.68 1.25 1.68
H 6.164011 -0.639393 1.787001 -0.80 -1.68 0.99
H 4.956158 -0.705665 -0.400329 -0.30 0.77 0.63
Sn 3.203135 0.313319 -5.015307 3.37 3.77 -0.96
```
Forces are in eV/Å.

The orbital gap is 2.15 eV. The spin multiplicity is 1. For the electronic energy, the calculation gives -82032.4588 eV. The HOMO energy is -12.8 eV. Its net charge is +2.


# 3
The following is a quantum chemistry calculation of a 2-piece molecular cluster, C4H13NO2 overall, from the OMol25 dataset.

The geometry in XYZ format:
```
20
Properties=species:S:1:pos:R:3:forces:R:3
C -2.236615 -0.774282 -0.746406 1.03 -1.10 0.13
O -1.617161 -1.378531 0.408468 -0.11 0.18 -0.04
C -1.217061 -0.459202 -1.825413 -0.01 1.23 -0.27
C -0.355796 0.791077 -1.575323 -0.19 -0.51 0.64
C 0.723682 0.580145 -0.507276 0.20 0.26 -0.99
N 1.739238 -0.430022 -0.737858 0.11 -0.06 -0.22
H -2.847425 -1.563900 -1.170526 -0.62 0.07 0.16
H -2.816862 0.078486 -0.421705 -0.31 0.28 -0.26
H -1.545142 -0.720433 1.106053 0.02 -0.09 -0.08
H -0.602389 -1.335036 -2.035896 -0.01 -0.08 0.12
H -1.757724 -0.236724 -2.747697 -0.24 -0.27 -0.08
H 0.043214 1.143407 -2.522000 0.35 0.04 -0.09
H -0.997839 1.594942 -1.193919 -0.11 -0.02 -0.16
H 0.256071 0.320504 0.396688 -0.80 -0.46 1.23
H 1.166117 1.537128 -0.281050 0.61 0.36 -0.14
H 2.294191 -0.222566 -1.555628 0.09 0.12 -0.12
H 1.311115 -1.332506 -0.910923 -0.02 0.02 0.16
H 3.005129 0.907660 6.180984 0.15 -0.42 -0.05
H 2.512140 1.083121 4.791825 0.12 -0.40 -0.17
O 2.943117 0.416733 5.347603 -0.26 0.82 0.22
```
Forces are in eV/Å.

The orbital gap is 9.94 eV. The spin multiplicity is 1. For the electronic energy, the calculation gives -9943.3511 eV. The HOMO energy is -9.2 eV. The relative energy (zero: lowest compared OMol25 entry of this formula, charge and spin) is 0.845 eV. Its SMILES is NCCCCO.O.


# 4
The following is a quantum chemistry calculation of C44H43Cl5O3P2RuTe as an isolated structure, from the OMol25 dataset.

The geometry in XYZ format:
```
99
Properties=species:S:1:pos:R:3:forces:R:3
Ru -14.312000 -17.126400 3.344758 -0.12 0.60 0.09
C -19.016860 -16.801158 3.897989 0.00 -0.65 -0.32
O -18.233560 -17.930847 4.304529 0.16 0.88 -0.22
C -18.667459 -18.523864 5.508725 -0.83 -0.21 0.25
C -17.674820 -19.546839 5.999750 0.29 -0.40 -0.99
O -16.755084 -19.038740 6.925608 0.56 -0.77 0.76
C -16.273265 -20.110417 7.791887 -0.93 1.80 0.49
H -20.067132 -17.062046 3.681344 0.25 -0.11 0.32
H -18.592613 -16.473701 2.947635 0.11 0.16 0.10
H -18.991642 -15.988903 4.626370 0.07 -0.02 0.09
H -19.612648 -19.065597 5.309206 0.17 0.28 0.08
H -18.875555 -17.782612 6.306311 0.20 -0.14 -0.35
H -17.105921 -19.946544 5.129496 -0.46 0.01 0.17
H -18.243993 -20.375939 6.426657 0.04 -0.04 0.15
H -17.138886 -20.665679 8.153454 0.05 -0.20 -0.01
H -15.844665 -19.591483 8.654127 0.19 -0.26 -0.20
H -15.563099 -20.775436 7.337303 0.39 -0.23 -0.50
Cl -14.623314 -10.588473 5.794123 0.01 -1.24 -1.00
C -14.412073 -12.138474 5.006737 1.19 -1.01 -0.30
C -15.048870 -13.308350 5.500921 -0.06 0.85 -0.31
Cl -16.189916 -13.158959 6.760073 -0.20 -0.21 -0.06
C -14.721048 -14.544248 4.965303 0.37 -0.47 0.19
Cl -15.593257 -16.014055 5.393822 -0.04 0.35 0.39
C -13.537861 -14.741518 4.202026 -0.29 0.15 0.70
O -12.965973 -15.938685 4.127570 -0.49 -0.68 -0.32
C -12.884586 -13.623385 3.695001 0.29 0.69 0.57
Cl -11.277465 -13.862180 3.091204 -0.73 0.33 -0.30
C -13.403446 -12.348451 3.988291 -1.06 0.11 0.91
Cl -12.857205 -11.001814 3.146398 0.65 0.61 -0.20
C -18.343444 -18.279310 -4.487286 0.55 0.39 0.96
C -17.900606 -17.712636 -3.134389 0.12 -0.69 1.21
C -18.120913 -18.466242 -1.928372 0.45 1.41 -0.65
C -17.611354 -18.041503 -0.676511 -1.22 -1.33 -1.41
C -18.078526 -18.781521 0.520618 0.17 0.35 1.39
C -16.794439 -16.927773 -0.671335 0.66 0.90 1.24
Te -15.361491 -16.497142 1.029079 -1.06 0.33 -2.10
C -16.814103 -15.989512 -1.748314 0.99 -0.20 0.23
C -16.280436 -14.582924 -1.577313 0.41 0.50 -0.01
C -17.257708 -16.455820 -2.984922 -0.54 -0.40 0.99
H -18.702998 -19.307752 -4.324909 0.18 0.43 -0.35
H -17.442920 -18.261419 -5.139500 -0.76 -0.13 0.15
H -19.147489 -17.666618 -4.924491 0.36 -0.20 0.04
H -18.774545 -19.331589 -1.991793 0.23 -0.03 0.17
H -17.525935 -18.483389 1.428127 -0.03 -0.16 -0.25
H -17.977182 -19.852342 0.411586 -0.15 -0.26 -0.09
H -19.127970 -18.533819 0.768527 0.36 -0.17 -0.40
H -15.176903 -14.536814 -1.348536 -1.00 -0.23 -0.33
H -16.783109 -13.990337 -0.765475 0.23 -0.76 -0.74
H -16.458087 -14.071226 -2.535651 0.23 0.09 0.47
H -17.196422 -15.789494 -3.815037 0.07 0.34 -0.55
C -13.153074 -19.545867 1.415827 0.92 -0.64 0.12
P -13.794387 -19.323374 3.096191 0.01 -2.29 -0.51
C -12.544658 -19.658573 4.326882 0.69 0.15 1.90
C -12.690213 -19.107191 5.652814 0.13 -0.29 -1.95
C -11.687454 -19.232393 6.591872 0.04 0.13 -0.06
C -10.516807 -19.928267 6.304035 0.54 -0.17 0.60
C -10.482981 -20.654756 5.126616 -0.27 -0.44 -1.35
C -11.455108 -20.522404 4.104598 -0.31 0.75 0.97
C -14.858115 -20.818122 3.089609 -0.24 0.17 0.22
C -14.811950 -21.738220 4.151572 0.01 0.63 0.91
C -15.519160 -22.925625 4.079332 -0.78 -0.55 0.22
C -16.274635 -23.238687 2.938978 0.20 0.32 -0.61
C -16.299471 -22.341351 1.861656 1.47 1.10 0.79
C -15.557759 -21.118581 1.911695 -1.16 -1.35 1.08
P -11.549048 -18.619885 1.218279 -0.28 0.15 1.08
C -11.890003 -17.791828 -0.329612 -0.40 -0.14 -0.10
C -11.308123 -16.544085 -0.434371 0.46 0.96 -0.25
C -11.089146 -16.002266 -1.695581 0.10 1.40 -0.60
C -11.523552 -16.651379 -2.868624 0.30 0.10 0.61
C -12.184057 -17.878862 -2.721495 -1.26 -0.23 -0.83
C -12.462642 -18.391152 -1.457744 1.06 0.34 -0.43
C -10.425150 -19.952516 0.711668 0.53 -0.17 0.78
C -9.195422 -20.105537 1.401402 -0.27 0.84 1.10
C -8.187272 -20.930490 0.943052 -0.11 -0.84 -0.72
C -8.471384 -21.741583 -0.182010 0.16 0.44 -0.21
C -9.697534 -21.623733 -0.850627 -0.48 -0.39 -0.04
C -10.702442 -20.760060 -0.367102 0.85 -0.63 -1.19
H -13.851224 -19.015263 0.774501 -0.18 -0.52 -0.25
H -13.051784 -20.650525 1.202761 -0.30 1.26 0.05
H -13.586666 -18.544890 5.857488 -0.16 0.18 0.33
H -11.820627 -18.773693 7.551071 0.01 0.24 0.32
H -9.640057 -19.926838 7.022184 -1.34 -0.21 -0.93
H -9.710284 -21.384434 4.931185 0.33 0.19 0.08
H -11.389792 -21.070682 3.172457 0.28 -0.04 0.08
H -14.276293 -21.494561 5.103865 -0.42 -0.20 -1.10
H -15.584066 -23.583075 4.962256 0.32 0.30 -0.62
H -16.825859 -24.184495 2.812755 0.34 0.56 0.43
H -16.821503 -22.600089 0.972284 -0.43 -0.10 -0.55
H -15.596983 -20.398488 1.106692 -0.04 -0.17 -0.15
H -11.035541 -15.929616 0.451026 0.09 -0.87 -0.57
H -10.579428 -14.998588 -1.719090 -0.65 -1.17 -0.32
H -11.374439 -16.186888 -3.855216 0.04 -0.40 0.58
H -12.596094 -18.459458 -3.594630 0.61 0.93 0.83
H -13.002937 -19.318968 -1.391449 -0.11 -0.20 0.09
H -9.056585 -19.594650 2.391147 -0.07 -0.08 -1.26
H -7.186392 -20.957997 1.413214 -0.87 -0.11 -0.16
H -7.707458 -22.433548 -0.556545 -0.35 0.36 0.10
H -9.936140 -22.199346 -1.775067 0.47 0.32 0.96
H -11.634624 -20.702190 -0.944214 0.50 0.02 0.44
```
Forces are in eV/Å.

The orbital gap (alpha / beta) is 5.24 / 4.08 eV. The spin multiplicity is 5. For the electronic energy, the calculation gives -143512.3626 eV. The HOMO energy (alpha / beta) is -13.2 / -13.2 eV. The expectation value of S² is 6.09. Its net charge is +2. The relative energy (zero: lowest compared OMol25 entry of this formula, charge and spin) is 3.102 eV.